(1)
ORCA calculation (ωB97M-V with the def2-TZVPD basis set) on a structure of composition C29H50CrP2 in a non-equilibrium geometry.

ORCA input file:
```
! RIJCOSX wB97M-V def2-TZVPD def2/J DEFGRID3
* xyz 1 4
Cr -0.476 0.200 -0.843
C -1.610 -0.166 1.413
C -1.882 1.210 1.110
C -2.629 -0.087 -0.689
C -2.076 -0.970 0.320
C -2.528 1.268 -0.175
C -1.216 -0.737 2.722
H -0.676 -0.010 3.328
H -0.556 -1.602 2.585
H -2.083 -1.071 3.314
C -2.269 -2.440 0.335
H -2.126 -2.857 1.335
H -1.563 -2.930 -0.338
H -3.279 -2.706 -0.003
C -3.292 -0.543 -1.942
H -4.159 -1.181 -1.712
H -2.592 -1.151 -2.538
H -3.647 0.293 -2.559
C -3.296 2.419 -0.729
H -4.370 2.312 -0.500
H -3.223 2.484 -1.825
H -2.975 3.372 -0.289
C -1.752 2.346 2.052
H -2.537 3.092 1.884
H -0.781 2.854 1.947
H -1.833 2.004 3.091
C 2.141 -0.667 3.956
C 1.811 -0.214 5.174
C 1.881 1.217 5.620
C 3.120 1.994 5.110
C 2.870 3.003 4.037
C 2.167 2.762 2.918
C 1.516 1.431 2.643
C 2.463 0.209 2.780
H 1.931 1.196 6.721
H 3.897 1.284 4.792
H 0.956 1.772 5.394
H 3.516 0.539 2.813
H 2.217 -1.743 3.765
H 1.470 -0.920 5.940
H 2.377 -0.411 1.868
H 0.647 1.290 3.298
H 2.002 3.539 2.157
H 1.104 1.414 1.616
H 3.539 2.540 5.965
H 3.308 3.991 4.192
P 1.694 0.538 -1.022
C 3.020 -0.703 -0.952
C 2.528 2.023 -0.343
P -0.300 1.432 -2.603
C 1.499 1.106 -2.783
C -0.359 3.195 -2.104
C -1.131 1.269 -4.190
H 2.928 -1.411 -1.787
H 2.918 -1.256 -0.005
H 4.012 -0.223 -0.984
H 3.436 2.196 -0.935
H 2.830 1.862 0.698
H 1.890 2.915 -0.386
H -0.491 1.678 -4.990
H -2.089 1.812 -4.169
H -1.335 0.209 -4.400
H 1.758 0.314 -3.497
H 2.072 2.021 -2.990
H -1.315 3.641 -2.414
H 0.471 3.728 -2.589
H -0.279 3.288 -1.008
C -1.073 -3.535 -4.584
C -0.609 -3.766 -3.144
C -1.655 -4.610 -2.415
C 0.727 -4.510 -3.130
C -0.393 -2.471 -2.475
C -0.118 -1.384 -1.954
H -1.219 -4.487 -5.109
H -0.333 -2.947 -5.137
H -2.026 -2.993 -4.598
H -1.822 -5.565 -2.928
H -1.325 -4.839 -1.399
H -2.613 -4.082 -2.367
H 1.484 -3.936 -3.678
H 1.070 -4.639 -2.096
H 0.640 -5.504 -3.588
*
```

## Properties
HOMO-LUMO gap (alpha / beta) (eV): 8.27 / 7.98
Energy (a.u.): -2861.86351
HOMO level (alpha / beta) (Eh): -0.3984 / -0.4047

=====

(2)
ORCA calculation (ωB97M-V with the def2-TZVPD basis set) on a structure of composition C29H50P2W in a non-equilibrium geometry.

ORCA input file:
```
! RIJCOSX wB97M-V def2-TZVPD def2/J DEFGRID3
* xyz 2 3
W -0.024 -0.006 -0.093
C -0.944 -1.754 0.894
C 0.378 -2.121 0.448
C 0.596 -0.424 2.032
C -0.803 -0.711 1.885
C 1.326 -1.274 1.123
C -2.240 -2.334 0.451
H -2.181 -2.732 -0.565
H -3.038 -1.583 0.475
H -2.541 -3.150 1.119
C -1.897 -0.042 2.634
H -2.875 -0.384 2.287
H -1.846 1.041 2.468
H -1.815 -0.227 3.714
C 1.183 0.560 2.978
H 1.031 0.254 4.024
H 0.717 1.542 2.824
H 2.257 0.678 2.801
C 2.809 -1.280 0.981
H 3.260 -1.924 1.746
H 3.225 -0.275 1.118
H 3.125 -1.646 0.001
C 0.714 -3.178 -0.538
H 0.907 -4.134 -0.032
H 1.618 -2.922 -1.103
H -0.105 -3.338 -1.247
C -1.777 1.425 -6.388
C -1.826 0.087 -6.446
C -1.057 -0.780 -7.401
C 0.371 -0.313 -7.775
C 1.243 0.146 -6.641
C 1.291 1.393 -6.147
C 0.519 2.572 -6.678
C -0.894 2.292 -7.239
H -1.625 -0.891 -8.343
H 0.308 0.445 -8.567
H -1.001 -1.794 -6.974
H -0.812 1.901 -8.261
H -2.477 1.975 -5.745
H -2.570 -0.455 -5.846
H -1.398 3.268 -7.318
H 0.440 3.318 -5.870
H 2.024 1.640 -5.367
H 1.095 3.073 -7.479
H 0.872 -1.187 -8.222
H 1.939 -0.618 -6.270
P -1.358 0.414 -2.096
C -2.852 1.385 -2.036
C -1.594 -0.968 -3.226
P 1.455 0.986 -1.759
C 0.017 1.401 -2.863
C 2.450 -0.155 -2.738
C 2.396 2.451 -1.379
H -2.771 2.138 -1.240
H -3.695 0.717 -1.807
H -3.016 1.876 -3.007
H -1.665 -0.585 -4.250
H -2.524 -1.492 -2.971
H -0.756 -1.675 -3.177
H 2.592 3.011 -2.304
H 3.347 2.144 -0.920
H 1.846 3.078 -0.663
H -0.201 2.478 -2.869
H 0.219 1.052 -3.887
H 3.428 -0.273 -2.254
H 2.576 0.256 -3.750
H 1.965 -1.139 -2.806
C -1.752 4.916 1.098
C -0.887 4.016 1.973
C 0.458 4.665 2.284
C -1.611 3.648 3.263
C -0.629 2.801 1.213
C -0.407 1.922 0.377
H -1.963 5.861 1.611
H -2.701 4.421 0.863
H -1.239 5.134 0.154
H 0.324 5.572 2.884
H 1.098 3.969 2.843
H 0.969 4.931 1.351
H -2.566 3.157 3.037
H -1.000 2.961 3.865
H -1.812 4.543 3.865
*
```

## Properties
HOMO-LUMO gap (alpha / beta) (eV): 5.40 / 6.07
Energy (a.u.): -1884.16196
HOMO level (alpha / beta) (Eh): -0.5020 / -0.5020
Energy above the lowest of the compared OMol25 structures with the same formula, charge and spin (kJ/mol): 0.0

=====

(3)
ORCA calculation (ωB97M-V with the def2-TZVPD basis set) on a cluster of 3 separate species, C29H51BF9N4O14S in total in a non-equilibrium geometry.

ORCA input file:
```
! RIJCOSX wB97M-V def2-TZVPD def2/J DEFGRID3
* xyz 1 1
C 3.455 3.715 3.006
C 2.973 3.334 1.700
C 3.395 1.993 0.898
N 2.357 1.657 -0.168
B 2.637 2.263 -1.536
O 3.195 3.610 -1.559
O 2.442 1.602 -2.802
C 3.301 0.428 -2.963
C 2.371 -0.707 -3.701
C 1.275 0.881 0.097
N 0.319 0.550 -0.967
C -0.766 -0.386 -0.533
O -1.149 -1.142 -1.735
O -1.891 0.258 0.108
C -2.804 0.870 -0.850
C -4.205 0.062 -1.047
C -4.117 -1.512 -0.712
O -5.143 0.647 -0.061
C -0.263 -1.533 0.522
C 1.049 -1.110 1.356
S 1.241 -2.021 2.995
O 0.306 -1.503 4.078
O 2.656 -1.671 3.475
C 1.204 -3.879 2.822
F 1.498 -4.159 1.415
F 2.288 -4.513 3.549
C -0.220 -4.573 3.122
F -1.308 -3.983 2.395
F -0.105 -5.941 2.633
C -0.621 -4.680 4.684
F 0.301 -4.061 5.587
F -0.632 -6.093 5.038
C -2.103 -4.136 5.045
F -2.277 -4.345 6.474
F -3.163 -4.873 4.421
F -2.294 -2.742 4.811
N 1.193 0.368 1.501
N 0.155 0.953 2.223
C 0.624 1.575 3.312
O 1.194 1.747 4.421
H 4.578 3.889 3.263
H 2.661 3.916 3.823
H 2.255 4.053 1.129
H 3.660 1.100 1.565
H 4.376 2.264 0.323
H 3.687 3.757 -2.412
H 4.121 0.728 -3.737
H 3.770 0.044 -1.983
H 1.962 -1.493 -2.969
H 2.894 -1.159 -4.623
H 1.437 -0.146 -4.118
H -0.149 1.382 -1.367
H -0.516 -0.896 -2.467
H -3.110 1.898 -0.389
H -2.304 1.148 -1.868
H -4.685 0.264 -2.076
H -3.713 -2.057 -1.662
H -5.218 -1.888 -0.612
H -3.464 -1.779 0.194
H -4.710 0.419 0.808
H -1.121 -1.672 1.301
H -0.178 -2.561 -0.009
H 1.964 -1.460 0.719
C -11.049 -1.901 -3.785
O -10.730 -2.393 -2.494
C -9.616 -3.281 -2.518
C -8.976 -3.369 -1.136
O -8.113 -2.265 -0.848
C -8.764 -1.023 -0.564
C -9.416 -0.993 0.815
O -10.673 -1.664 0.784
C -11.076 -2.107 2.067
H -11.319 -2.725 -4.451
H -11.902 -1.227 -3.690
H -10.206 -1.339 -4.197
H -8.869 -2.939 -3.245
H -9.987 -4.269 -2.815
H -8.329 -4.252 -1.119
H -9.718 -3.505 -0.348
H -9.466 -0.754 -1.355
H -7.968 -0.271 -0.577
H -9.602 0.045 1.113
H -8.748 -1.464 1.545
H -10.354 -2.827 2.466
H -12.041 -2.607 1.969
H -11.181 -1.260 2.751
C 10.968 3.851 -3.726
O 10.300 4.137 -2.508
C 9.101 4.879 -2.714
C 8.165 4.717 -1.521
O 7.431 3.488 -1.548
C 8.181 2.311 -1.234
C 8.508 2.191 0.252
O 9.626 3.009 0.580
C 9.666 3.337 1.956
H 11.256 4.778 -4.231
H 11.868 3.279 -3.493
H 10.330 3.246 -4.376
H 8.594 4.541 -3.625
H 9.379 5.934 -2.823
H 7.408 5.506 -1.577
H 8.685 4.845 -0.570
H 9.071 2.231 -1.858
H 7.528 1.473 -1.503
H 8.776 1.155 0.487
H 7.633 2.482 0.844
H 8.775 3.907 2.238
H 10.544 3.960 2.135
H 9.743 2.431 2.565
*
```

## Properties
HOMO-LUMO gap (eV): 5.39
Energy (a.u.): -3729.07167
HOMO level (Eh): -0.3831

=====

(4)
ORCA calculation (ωB97M-V with the def2-TZVPD basis set) on a cluster of 3 separate species, C29H51F9O4S2 in total in a non-equilibrium geometry.

ORCA input file:
```
! RIJCOSX wB97M-V def2-TZVPD def2/J DEFGRID3
* xyz 0 1
C 7.507 -0.060 1.163
C 7.268 -0.973 -0.078
C 7.719 -2.412 0.170
C 7.137 -3.440 -0.812
C 5.598 -3.507 -0.844
C 5.165 -3.971 -2.260
C 3.706 -4.436 -2.294
C 3.602 -5.896 -1.778
C 2.158 -6.204 -1.335
C 1.809 -6.018 0.156
C 2.935 -5.912 1.206
C 2.837 -4.399 1.575
O 3.644 -3.854 2.195
O 1.741 -3.820 0.983
C 0.852 -4.915 0.666
S 0.326 -5.511 2.350
S -0.413 -4.171 -0.420
O 0.111 -2.912 -0.832
O -0.706 -4.941 -1.577
C -2.054 -3.783 0.359
F -2.997 -4.402 -0.320
F -2.209 -4.177 1.617
C -2.426 -2.257 0.315
F -3.542 -2.177 1.030
F -1.520 -1.563 0.985
C -2.763 -1.687 -1.111
F -4.091 -1.627 -1.212
F -2.347 -2.418 -2.112
C -2.298 -0.210 -1.227
F -2.786 0.270 -2.365
F -1.013 -0.079 -1.287
F -2.829 0.506 -0.279
H 7.839 0.916 0.809
H 8.238 -0.504 1.836
H 6.560 0.074 1.685
H 6.207 -0.887 -0.317
H 7.812 -0.548 -0.924
H 7.583 -2.719 1.210
H 8.804 -2.416 0.002
H 7.467 -3.159 -1.818
H 7.506 -4.445 -0.596
H 5.107 -2.551 -0.659
H 5.223 -4.240 -0.125
H 5.820 -4.815 -2.504
H 5.378 -3.166 -2.966
H 3.415 -4.478 -3.348
H 3.005 -3.753 -1.806
H 4.388 -6.159 -1.071
H 3.783 -6.520 -2.657
H 1.974 -7.255 -1.567
H 1.509 -5.663 -2.022
H 1.276 -6.941 0.419
H 2.910 -6.635 2.010
H 3.965 -5.978 0.847
H -0.002 -4.368 2.998
C -5.418 2.423 -2.125
C -4.617 3.086 -3.241
C -3.301 3.697 -2.762
C -3.445 4.821 -1.736
C -4.296 6.008 -2.182
C -3.727 6.741 -3.393
H -5.720 3.144 -1.363
H -6.326 1.969 -2.527
H -4.836 1.637 -1.642
H -5.233 3.844 -3.734
H -4.390 2.335 -4.003
H -2.745 4.063 -3.630
H -2.683 2.908 -2.323
H -2.444 5.180 -1.476
H -3.866 4.414 -0.811
H -4.366 6.715 -1.349
H -5.319 5.686 -2.396
H -2.717 7.105 -3.188
H -4.349 7.601 -3.644
H -3.687 6.096 -4.273
C -2.460 6.812 4.841
C -2.591 5.295 4.935
C -2.012 4.560 3.727
C -2.690 4.870 2.391
C -4.192 4.595 2.342
C -4.545 3.126 2.557
H -3.017 7.214 3.993
H -2.852 7.284 5.744
H -1.414 7.107 4.735
H -3.641 5.025 5.078
H -2.064 4.955 5.830
H -2.055 3.484 3.916
H -0.948 4.805 3.639
H -2.196 4.283 1.610
H -2.516 5.919 2.132
H -4.567 4.902 1.362
H -4.718 5.210 3.077
H -4.059 2.495 1.809
H -5.623 2.977 2.472
H -4.243 2.779 3.547
*
```

## Properties
HOMO-LUMO gap (eV): 10.43
Energy (a.u.): -3131.62600
SMILES string: CCCCCCCCC[C@H]1CC(=O)O[C@@]1(S)S(=O)(=O)C(F)(F)C(F)(F)C(F)(F)C(F)(F)F.CCCCCC.CCCCCC
HOMO level (Eh): -0.3793
Energy above the lowest of the compared OMol25 structures with the same formula, charge and spin (kJ/mol): 0.0

=====

(5)
ORCA calculation (ωB97M-V with the def2-TZVPD basis set) on a structure of composition C29H51NO17 in a non-equilibrium geometry.

ORCA input file:
```
! RIJCOSX wB97M-V def2-TZVPD def2/J DEFGRID3
* xyz 0 1
O -2.086 5.237 -0.124
C -1.469 4.232 -0.033
O -0.419 3.864 -0.799
C 0.202 4.834 -1.667
C 1.044 4.106 -2.792
C -1.787 3.197 0.992
H 0.772 5.571 -1.101
H -0.572 5.331 -2.252
H 1.891 3.536 -2.412
H 1.473 4.915 -3.382
H 0.509 3.570 -3.577
H -1.962 2.208 0.569
H -2.703 3.522 1.487
H -1.004 3.085 1.742
O -3.112 1.173 -0.842
C -3.487 0.033 -0.403
O -3.954 -0.263 0.825
C -4.189 0.799 1.664
C -2.943 0.749 2.621
C -3.442 -1.188 -1.231
H -5.077 0.681 2.284
H -4.281 1.740 1.121
H -3.227 1.307 3.513
H -2.043 1.118 2.128
H -2.681 -0.214 3.059
H -4.443 -1.614 -1.297
H -2.878 -2.064 -0.912
H -3.273 -0.960 -2.284
O 5.406 -4.413 0.187
C 4.813 -4.763 1.255
O 4.147 -3.951 2.094
C 3.936 -2.613 1.638
C 2.772 -2.517 0.645
C 4.999 -6.166 1.837
H 4.780 -2.174 1.105
H 3.771 -1.928 2.469
H 2.933 -3.221 -0.171
H 2.650 -1.536 0.186
H 1.885 -2.980 1.079
H 4.013 -6.550 2.096
H 5.639 -6.196 2.719
H 5.492 -6.808 1.106
O 1.371 -1.445 -1.278
C 0.602 -1.310 -0.292
O -0.495 -0.472 -0.148
C -0.862 0.376 -1.219
C 0.091 1.578 -1.238
C 0.816 -2.117 0.976
H -1.901 0.703 -1.200
H -0.709 -0.220 -2.120
H 0.272 1.940 -2.250
H 1.039 1.372 -0.741
H -0.452 2.364 -0.712
H 0.045 -1.836 1.693
H 1.763 -1.708 1.330
H 0.980 -3.185 0.828
C -1.362 2.508 -3.641
C -2.002 2.218 -2.261
C -3.016 3.405 -2.023
C -4.226 3.370 -2.933
N -5.113 3.333 -3.605
H -1.970 2.081 -4.438
H -0.405 2.006 -3.786
H -1.125 3.570 -3.703
H -1.239 2.232 -1.483
H -2.575 1.295 -2.172
H -2.546 4.388 -1.996
H -3.276 3.309 -0.969
C 0.517 -4.637 -1.869
C 0.772 -3.150 -2.055
O -0.494 -2.678 -1.938
C -1.151 -3.515 -1.126
O -2.140 -3.242 -0.488
O -0.541 -4.705 -0.993
H 1.342 -5.074 -1.307
H 0.367 -5.173 -2.806
H 1.104 -2.952 -3.074
H 1.453 -2.619 -1.390
C 3.291 1.480 -0.241
C 2.871 -0.022 -0.127
O 2.251 -0.055 1.120
C 2.558 1.053 1.903
O 2.420 1.142 3.101
O 3.222 1.870 1.144
H 2.666 1.987 -0.976
H 4.273 1.702 -0.656
H 3.778 -0.626 -0.173
H 2.158 -0.481 -0.811
C -0.674 -1.243 3.734
C 0.127 -0.114 3.113
O -0.687 0.931 3.411
C -1.625 0.673 4.343
O -2.375 1.503 4.813
O -1.561 -0.635 4.604
H 0.026 -1.806 4.352
H -1.190 -1.829 2.973
H 0.357 -0.294 2.063
H 1.085 0.064 3.602
*
```

## Properties
HOMO-LUMO gap (eV): 8.50
Energy (a.u.): -2468.44864
HOMO level (Eh): -0.3176